1.
DFT (the ωB97M-V functional and the def2-TZVPD basis) results for a structure of composition C13H10F5NOPb in a non-equilibrium geometry.

Structure (XYZ):
```
31
Properties=species:S:1:pos:R:3:forces:R:3
C 1.8071 1.5876 -1.2444 -0.4 -0.4 -0.8
C 0.6245 2.1708 -1.7988 0.5 -0.5 0.0
C 0.0262 1.2114 -2.6693 0.6 -0.2 0.2
C 0.8269 0.0323 -2.6414 0.4 0.6 0.0
C 1.9361 0.2688 -1.7752 -0.5 0.7 -0.2
Pb -0.9666 0.1322 0.1490 0.9 1.3 0.6
N 0.7547 -0.1367 1.5783 -0.3 -0.2 0.2
C 0.3476 0.7480 2.6900 -0.1 -0.3 -0.1
C -0.7155 1.6810 2.1901 -0.6 -0.2 -0.9
H -0.8598 1.3672 -3.2789 0.0 -0.1 0.2
H 0.2867 3.1927 -1.6317 0.0 -0.2 0.0
H 0.6628 -0.8775 -3.2228 -0.1 0.3 0.3
H 2.7561 -0.4231 -1.5729 -0.4 0.1 0.1
H 2.5005 2.0687 -0.5545 -0.3 -0.2 -0.1
H -0.3664 2.6284 1.7675 -0.2 0.0 0.3
H -0.0894 0.1584 3.5235 0.3 0.1 0.0
H 1.0300 -1.0588 1.9298 0.0 0.2 -0.4
H -1.6593 1.6798 2.7368 0.1 0.4 0.2
H 1.2000 1.3341 3.0901 0.1 -0.3 0.1
F -4.5380 -5.8920 1.0016 -0.5 -0.4 0.1
C -3.5815 -4.9995 0.6850 0.5 0.5 0.0
C -2.7588 -5.2271 -0.4238 0.0 0.5 0.4
F -2.9417 -6.3362 -1.1719 0.0 -0.1 0.1
C -1.7777 -4.3151 -0.7557 -0.4 0.1 0.4
F -0.9681 -4.5486 -1.8059 -0.2 -0.1 0.0
C -1.6103 -3.1060 -0.0210 1.3 1.1 -0.6
O -0.7577 -2.2151 -0.3931 -0.6 -1.8 0.5
C -2.4262 -2.9456 1.1302 0.1 0.3 0.2
F -2.2177 -1.8313 1.9048 -0.4 -0.8 -0.4
C -3.4040 -3.8519 1.4700 0.0 -0.3 -0.4
F -4.2092 -3.6338 2.5341 0.1 -0.2 -0.1
```
Forces are in eV/Å.

Output
Total charge: -2
E_HOMO: 0.53 eV
Kohn-Sham gap: 4.377 eV

Here are the natural (NBO) charges for atoms 1 to 8, given in e: -0.35 -0.39 -0.39 -0.37 -0.35 1.21 -1.09 -0.25



2.
DFT (the ωB97M-V functional and the def2-TZVPD basis) results for a structure of composition C13H10N2O2PtSe3Te.

Structure (XYZ):
```
32
Properties=species:S:1:pos:R:3:forces:R:3
Pt 0.5205 0.2507 0.0004 0.8 0.1 0.2
Se 2.9516 -0.3932 -0.0480 -0.3 -0.2 -0.1
Se 4.5724 1.1041 0.0732 0.2 0.0 0.0
Te 3.2922 3.3646 0.3268 0.1 0.2 0.0
Se 1.0220 2.6615 0.2738 -0.4 -0.2 0.0
O -5.6049 5.5318 -0.0680 0.1 -0.3 0.0
C -5.8797 4.2278 -0.0026 0.0 0.3 -0.1
O -7.0022 3.8255 0.0508 -0.1 -0.1 0.0
C -4.7498 3.2149 -0.0132 0.1 -0.4 0.1
C -3.3782 3.5037 -0.1952 -0.5 0.3 0.0
C -2.4648 2.4994 -0.1901 -0.1 -0.9 0.1
C -2.8640 1.1219 -0.0038 -0.4 0.5 0.0
C -4.2769 0.8456 0.1669 0.8 -0.1 0.0
C -5.1703 1.8566 0.1623 0.0 0.7 -0.1
N -1.8702 0.1748 -0.0098 -0.8 -0.6 0.0
C -2.2748 -1.0846 -0.0129 0.4 0.7 0.0
C -1.3611 -2.1707 -0.0204 0.0 0.1 0.0
C -1.8831 -3.4552 -0.0304 0.1 -0.2 0.0
C -1.0054 -4.5359 -0.0382 -0.2 0.0 0.0
C 0.3381 -4.2571 -0.0361 0.3 0.1 0.0
C 0.7873 -2.9190 -0.0274 0.0 -0.2 0.0
N -0.0320 -1.8866 -0.0210 -0.2 -0.2 -0.1
H -4.6624 5.7394 -0.0874 -0.1 0.0 0.0
H -3.0322 4.5179 -0.3515 0.0 0.0 0.0
H -1.4228 2.7007 -0.3482 0.2 0.0 -0.1
H -4.6531 -0.1526 0.3185 0.0 0.0 0.1
H -6.2292 1.6807 0.2923 0.0 0.0 0.0
H -3.3212 -1.3527 -0.0281 -0.1 0.0 0.0
H -2.9560 -3.5985 -0.0317 0.0 0.0 0.0
H -1.3733 -5.5524 -0.0461 0.0 0.0 0.0
H 1.0722 -5.0520 -0.0419 0.0 0.0 0.0
H 1.8496 -2.7183 -0.0261 0.0 0.0 0.0
```
Forces are in eV/Å.

Output
Energy above the lowest of the compared OMol25 structures with the same formula, charge and spin: 1.2072 eV
Total charge: +2
E_HOMO (spin up / spin down): -13.14 / -14.77 eV
Spin multiplicity: 5
Kohn-Sham gap (spin up / spin down): 4.755 / 4.266 eV

Here are the natural (NBO) charges for atoms 1 to 8, given in e: 0.41 0.03 0.07 0.58 -0.27 -0.61 0.73 -0.46



3.
DFT (the ωB97M-V functional and the def2-TZVPD basis) results for a structure of composition C13H10N3O2S6Zr in a non-equilibrium geometry.

Structure (XYZ):
```
35
Properties=species:S:1:pos:R:3:forces:R:3
Zr -0.0099 -0.2352 0.2814 -2.4 -1.6 1.5
O 3.0115 0.8432 -0.0346 0.3 0.0 -0.2
C 1.9371 1.0739 -0.5137 0.5 0.3 -0.5
O 1.2032 0.1719 -1.2084 1.0 0.5 -0.2
C 1.1326 2.2992 -0.1732 -0.1 0.0 -0.2
C 1.6456 3.5513 0.0611 0.2 0.1 0.0
C 0.7521 4.5447 0.4349 0.0 0.1 0.0
C -0.5915 4.2394 0.5874 -0.1 0.1 0.0
C -1.0156 2.9416 0.3751 0.0 -0.1 0.0
N -0.1634 1.9935 -0.0110 0.2 0.8 -0.2
H 2.7040 3.7394 -0.0605 0.0 0.0 0.0
H 1.1057 5.5522 0.6116 0.0 0.0 0.0
H -1.3067 4.9953 0.8833 0.0 0.0 0.0
H -2.0424 2.6341 0.5143 -0.1 0.0 0.0
S -5.3455 -0.7393 5.0129 -0.1 -0.2 0.1
C -4.1407 -0.6160 3.9393 0.0 0.4 -0.1
S -2.5213 -0.1454 4.3525 0.2 -0.1 0.2
C -1.8667 -0.0838 2.7331 0.4 -0.1 0.3
C -2.7226 -0.3820 1.7473 -0.2 -0.1 -0.4
S -2.4405 -0.3996 -0.0107 0.0 0.3 0.0
S -4.3535 -0.7869 2.2244 -0.1 -0.2 -0.2
S -0.1349 0.3318 2.6674 0.0 0.2 0.0
C 2.9363 -2.8517 -1.3013 -0.2 0.0 -0.1
N 1.5535 -2.7999 -1.7912 0.4 0.0 0.1
C 1.1748 -2.7391 -3.1164 0.1 0.0 0.1
C -0.1684 -2.6169 -3.1491 0.0 0.0 0.1
N -0.5768 -2.5866 -1.8325 -0.4 -0.1 0.0
C 0.4742 -2.7044 -0.9989 0.3 -0.3 -0.3
S 0.4449 -2.6970 0.7297 0.2 0.0 -0.1
H 3.5847 -3.0478 -2.1492 0.0 0.0 0.0
H 3.0344 -3.6466 -0.5694 0.0 0.0 0.0
H 3.1990 -1.8998 -0.8487 0.0 0.1 0.0
H 1.8917 -2.7931 -3.9176 0.0 0.0 0.1
H -0.8542 -2.5490 -3.9747 0.0 0.0 0.0
H -1.5307 -2.5914 -1.4948 0.0 0.1 0.0
```
Forces are in eV/Å.

Output
Energy above the lowest of the compared OMol25 structures with the same formula, charge and spin: 1.9458 eV
Total charge: +1
E_HOMO: -10.28 eV
Kohn-Sham gap: 5.844 eV

Here are the natural (NBO) charges for atoms 1 to 8, given in e: 1.65 -0.47 0.67 -0.78 0.09 -0.18 -0.11 -0.21



What are the E_tot values for these records? In order: -1323.41465; -8352.37993; -3252.23936 Ha.